C4H13N2S | the ωB97M-V functional and the def2-TZVPD basis

Values from the calculation:
LUMO	4.1	eV
M	121.23	u
total charge	-1
HOMO	-2.767	eV

Geometry as XYZ:
```
20
C4H13N2S | OMol25 | the ωB97M-V functional and the def2-TZVPD basis
H 0.760 -2.403 2.363
H -1.986 0.635 3.247
H -0.524 0.254 -3.740
S -0.282 -0.056 -0.731
C -0.773 -1.149 2.790
H 0.598 -1.192 1.309
C -0.985 0.350 2.928
H -0.264 0.746 3.649
N 0.176 2.073 -3.047
H -1.510 -1.573 2.111
H 1.048 2.485 -2.729
N 0.595 -1.400 2.313
H 1.168 0.611 -4.153
H -0.764 0.830 1.973
H -0.403 2.059 -2.205
H 0.908 -1.233 -2.473
H 1.861 0.123 -1.861
C 0.416 0.661 -3.353
C 0.852 -0.189 -2.155
H -0.890 -1.632 3.763
```

From a Mulliken analysis of the wavefunction, the atomic charges in e read: H 0.2059; H 0.3133; H 0.2634; S -0.6755; C -0.2561; H 0.2017; C -0.9588; H 0.2742; N -0.6609; H 0.2540; H 0.2356; N -0.6786; H 0.3459; H 0.1902; H 0.2734; H 0.2540; H 0.2469; C -0.5982; C -0.6059; H 0.3755



C4H13N2S | the ωB97M-V functional and the def2-TZVPD basis

Values from the calculation:
LUMO	-3.6	eV
M	121.23	u
total charge	+1
HOMO	-12.757	eV

Geometry as XYZ:
```
20
C4H13N2S | OMol25 | the ωB97M-V functional and the def2-TZVPD basis
H 1.128 -2.952 0.553
C -0.370 2.093 0.603
N 0.038 2.749 -0.453
H 1.262 -3.264 -2.132
C -1.758 1.479 0.486
H 0.244 1.005 2.099
H -0.491 2.633 -1.274
H -0.314 -3.208 -1.433
H -1.558 0.617 -0.084
H 2.000 -1.549 -0.103
H 1.005 2.938 -0.480
S -0.186 -1.125 0.297
H 1.525 1.886 1.351
H 0.468 -1.787 -2.077
C 0.611 -2.687 -1.556
N 0.495 1.820 1.586
C 1.148 -2.183 -0.183
H -2.053 1.124 1.411
H -2.599 2.118 -0.014
H -0.594 -1.708 1.401
```

From a Mulliken analysis of the wavefunction, the atomic charges in e read: H 0.3640; C 0.8381; N -0.3835; H 0.3467; C -1.2391; H 0.3061; H 0.2416; H 0.3120; H 0.4311; H 0.2736; H 0.2137; S -0.3014; H 0.2672; H 0.3339; C -1.0850; N -0.4299; C -0.4093; H 0.4372; H 0.3294; H 0.1535



C4H13N2S | the ωB97M-V functional and the def2-TZVPD basis

Values from the calculation:
LUMO	-3.4	eV
M	121.23	u
total charge	+1
SMILES string	CNC[C@H]([NH3+])CS
HOMO	-12.538	eV

Geometry as XYZ:
```
20
C4H13N2S | OMol25 | the ωB97M-V functional and the def2-TZVPD basis
C 0.596 -0.965 -0.441
C -1.274 0.792 -0.583
S 2.373 -1.249 -0.203
H -1.390 1.870 -0.480
H -2.673 1.583 1.438
H -3.876 0.341 1.548
C -2.826 0.512 1.333
H -2.191 0.068 2.104
H -0.073 0.375 1.139
H 1.071 2.250 0.418
H 0.946 1.806 -1.171
H 0.070 -1.763 0.066
N -2.423 0.150 -0.014
H 2.362 -1.497 1.112
H 2.033 1.008 -0.145
N 1.104 1.456 -0.220
C 0.063 0.378 0.059
H -1.274 0.566 -1.651
H 0.413 -1.062 -1.508
H -2.536 -0.814 -0.283
```

From a Mulliken analysis of the wavefunction, the atomic charges in e read: C -0.9310; C -1.3262; S -0.2216; H 0.4581; H 0.2966; H 0.3270; C -0.8510; H 0.2864; H 0.2179; H 0.3588; H 0.3588; H 0.4208; N -0.2457; H 0.1900; H 0.2522; N -0.1943; C 0.5142; H 0.4509; H 0.3782; H 0.2598



C4H13N2S | the ωB97M-V functional and the def2-TZVPD basis

Values from the calculation:
LUMO	-3.6	eV
M	121.23	u
total charge	+1
SMILES string	CNC[C@@H]([NH3+])CS
HOMO	-12.965	eV

Geometry as XYZ:
```
20
C4H13N2S | OMol25 | the ωB97M-V functional and the def2-TZVPD basis
H -0.348 -0.134 2.028
H -0.251 -2.199 -0.945
H 1.365 1.158 0.140
H 0.070 -0.553 -2.970
N -0.054 0.648 1.451
H -0.166 1.817 3.101
S -2.483 -1.674 -1.523
C -0.904 -1.414 -0.567
H -3.487 -1.109 -0.818
H -1.083 -1.546 0.482
H 1.495 -0.559 0.448
C -0.192 -0.109 -0.858
H 0.930 2.477 1.881
H 1.528 1.135 2.784
C 0.752 0.265 0.305
H -0.825 0.805 -0.923
H 1.385 -0.911 -1.933
C 0.613 1.577 2.377
N 0.602 -0.291 -2.141
H 1.053 0.618 -2.321
```

From a Mulliken analysis of the wavefunction, the atomic charges in e read: H 0.2230; H 0.3834; H 0.5217; H 0.3435; N -0.3118; H 0.3326; S -0.1953; C -0.8884; H 0.1809; H 0.3523; H 0.3888; C 0.2731; H 0.3514; H 0.3410; C -1.0305; H 0.2174; H 0.3837; C -0.9554; N -0.2949; H 0.3836



C4H13N2S | the ωB97M-V functional and the def2-TZVPD basis

Values from the calculation:
LUMO	-4.3	eV
M	121.23	u
total charge	+1
HOMO	-12.851	eV

Geometry as XYZ:
```
20
C4H13N2S | OMol25 | the ωB97M-V functional and the def2-TZVPD basis
H 2.541 1.924 0.490
C 2.764 0.914 0.156
H 0.256 -1.074 1.079
H -1.818 0.206 1.483
S -1.182 0.500 -0.844
H -0.410 -2.664 2.644
N 1.998 0.646 -1.053
H 2.507 0.198 0.931
H -1.946 -2.623 2.232
C 1.062 1.407 -1.521
H 0.714 1.251 -2.532
H 2.074 -0.287 -1.438
H -2.680 -0.886 0.362
H -2.153 1.418 -0.860
H -0.711 -2.304 0.223
C -0.734 -1.524 0.989
H 3.820 0.850 -0.084
C -1.735 -0.425 0.613
N -1.123 -2.032 2.302
H 1.017 2.407 -1.126
```

From a Mulliken analysis of the wavefunction, the atomic charges in e read: H 0.2631; C -0.6801; H 0.1726; H 0.4013; S -0.1886; H 0.2355; N -0.0517; H 0.2664; H 0.2473; C -0.4548; H 0.4676; H 0.2883; H 0.3686; H 0.2084; H 0.3362; C -0.4062; H 0.3215; C -0.4751; N -0.6343; H 0.3141



C4H13N2S | the ωB97M-V functional and the def2-TZVPD basis

Values from the calculation:
LUMO	-3.0	eV
M	121.23	u
total charge	+1
HOMO	-12.486	eV

Geometry as XYZ:
```
20
C4H13N2S | OMol25 | the ωB97M-V functional and the def2-TZVPD basis
H -0.374 1.935 -1.845
C 1.148 0.512 -1.297
N -1.452 -0.846 1.336
C 0.834 -0.993 2.251
H 1.426 -0.140 -0.471
S 2.528 1.715 -1.396
H -0.101 1.794 -0.107
H -0.118 -2.415 0.965
H 2.705 1.578 -2.738
H 1.110 -0.053 -2.226
C -0.166 1.232 -1.039
H -1.508 -0.072 2.004
H -1.449 -0.275 0.121
H -2.176 0.770 -1.186
C -0.150 -1.472 1.504
H -1.251 -0.458 -1.702
H 1.861 -1.297 2.124
H 0.612 -0.286 3.047
N -1.309 0.271 -0.996
H -2.171 -1.499 1.648
```

From a Mulliken analysis of the wavefunction, the atomic charges in e read: H 0.3649; C -0.6315; N -0.5477; C -0.6927; H 0.1621; S -0.1812; H 0.3025; H 0.3698; H 0.1664; H 0.4251; C -0.4176; H 0.3133; H 0.3860; H 0.3537; C -0.1137; H 0.3317; H 0.2987; H 0.2179; N -0.4036; H 0.2959



C4H13N2S | the ωB97M-V functional and the def2-TZVPD basis

Values from the calculation:
LUMO (alpha / beta)	-7.0 / -11.9	eV
M	121.23	u
multiplicity	2
total charge	+2
HOMO (alpha / beta)	-16.915 / -16.905	eV

Geometry as XYZ:
```
20
C4H13N2S | OMol25 | the ωB97M-V functional and the def2-TZVPD basis
H 1.893 0.980 -0.868
H 0.005 -2.975 1.950
H -2.146 0.069 -1.149
C -0.110 0.248 -0.591
S 0.541 2.726 -1.690
H -1.205 0.603 -2.398
H -1.595 1.617 -1.150
H 0.844 -0.840 2.345
H 0.336 -0.609 -1.085
N 0.461 -1.075 1.419
H 0.995 3.780 -0.995
H 1.056 1.703 0.510
H -0.067 -2.701 0.225
C -0.538 -0.188 0.843
N -1.326 0.645 -1.383
H 1.544 -2.832 1.063
C 0.953 1.383 -0.528
H -1.494 -0.723 0.875
H -0.661 0.671 1.497
C 0.513 -2.483 1.111
```

From a Mulliken analysis of the wavefunction, the atomic charges in e read: H 0.3969; H 0.3848; H 0.3957; C 0.1622; S -0.2298; H 0.3492; H 0.3571; H 0.3795; H 0.4049; N 0.0515; H 0.2434; H 0.4238; H 0.3499; C -1.0028; N -0.3976; H 0.3282; C -0.8045; H 0.4482; H 0.5191; C -0.7598



C4H13N2S2 | the ωB97M-V functional and the def2-TZVPD basis

Values from the calculation:
LUMO	-8.8	eV
M	153.30	u
total charge	+1
HOMO	-12.627	eV

Geometry as XYZ:
```
21
C4H13N2S2 | OMol25 | the ωB97M-V functional and the def2-TZVPD basis
H -4.179 0.924 -1.199
H 2.066 -1.810 -0.191
S -2.458 0.256 -2.592
H -1.482 -0.557 1.642
C -3.400 0.152 -1.084
N -2.055 -0.735 0.825
C -2.476 0.507 0.130
H 3.524 -0.761 1.409
H 3.483 1.986 0.247
H 1.849 -0.302 -1.028
H -3.689 -0.911 -0.995
H -1.121 -1.079 -1.760
H -3.086 1.093 0.833
H 2.369 1.546 1.364
N 3.260 1.282 0.980
C 2.076 -0.713 -0.032
S 0.747 -0.613 1.227
H -1.613 1.115 -0.244
H -1.400 -1.169 0.145
H 4.189 -0.107 -0.211
C 3.396 -0.103 0.534
```

From a Mulliken analysis of the wavefunction, the atomic charges in e read: H 0.3673; H 0.3793; S -0.0852; H 0.2821; C -0.5966; N -0.4353; C -0.3579; H 0.3099; H 0.2782; H 0.4005; H 0.3454; H 0.0272; H 0.3893; H 0.2430; N -0.4607; C -0.5156; S 0.0874; H 0.3072; H 0.1475; H 0.3562; C -0.4694



C4H13N2S2 | the ωB97M-V functional and the def2-TZVPD basis

Values from the calculation:
LUMO	-3.4	eV
M	153.30	u
total charge	+1
SMILES string	CNC[C@H]([NH3+])CSS
HOMO	-12.518	eV

Geometry as XYZ:
```
21
C4H13N2S2 | OMol25 | the ωB97M-V functional and the def2-TZVPD basis
H -0.062 -0.396 1.939
H 2.186 -0.197 0.865
C 0.111 -0.097 0.906
C 0.110 -1.283 -0.070
H 1.577 1.158 0.124
S 0.033 -4.282 0.386
H -1.879 0.635 0.298
H -0.457 2.774 -0.496
H -0.974 1.687 1.358
H -0.141 -4.487 1.702
C -0.879 1.005 0.517
C -0.716 1.376 -1.965
H 0.483 -0.855 -1.005
H -1.355 2.091 -2.484
H -1.241 0.420 -1.961
N 1.472 0.540 0.942
H 0.176 1.307 -2.600
H -0.920 -1.606 -0.213
S 1.203 -2.597 0.533
H 1.623 1.029 1.822
N -0.349 1.778 -0.600
```

From a Mulliken analysis of the wavefunction, the atomic charges in e read: H 0.3730; H 0.3292; C -0.0001; C -0.9852; H 0.3936; S -0.1736; H 0.3867; H 0.2500; H 0.4706; H 0.1894; C -0.8863; C -0.9375; H 0.3590; H 0.3072; H 0.3201; N -0.2198; H 0.2938; H 0.5029; S -0.0338; H 0.3563; N -0.2956



C4H13N2Si | the ωB97M-V functional and the def2-TZVPD basis

Values from the calculation:
LUMO	-4.6	eV
M	117.25	u
total charge	+1
HOMO	-13.969	eV

Geometry as XYZ:
```
20
C4H13N2Si | OMol25 | the ωB97M-V functional and the def2-TZVPD basis
C -2.100 1.427 -0.740
H 2.311 1.321 -0.395
N 2.273 1.692 0.499
C 1.162 1.356 1.175
H 1.301 -1.095 -0.167
C 1.784 -1.523 -1.027
H 2.704 -2.052 -0.834
C -2.100 -1.592 0.753
H 1.196 -2.378 -1.276
H -3.209 -1.461 0.947
H 3.020 1.932 0.993
H -1.616 1.368 -1.761
H -3.168 1.295 -0.626
H 1.215 1.745 2.197
H -2.364 -2.289 -0.113
H 1.946 -0.835 -1.785
N 0.289 0.579 0.589
Si -1.354 0.078 0.368
H -1.472 -2.062 1.560
H -1.820 2.495 -0.356
```

From a Mulliken analysis of the wavefunction, the atomic charges in e read: C -0.9010; H 0.2265; N -0.2680; C 0.1909; H 0.0924; C -1.0426; H 0.3445; C -0.9652; H 0.3285; H 0.3724; H 0.2163; H 0.3294; H 0.3443; H 0.3684; H 0.3656; H 0.2883; N -0.3097; Si 0.4004; H 0.3031; H 0.3155



C4H13N3 | the ωB97M-V functional and the def2-TZVPD basis

Values from the calculation:
LUMO	1.0	eV
M	103.17	u
SMILES string	CC=C(N)N.CN
HOMO	-7.139	eV

Geometry as XYZ:
```
20
C4H13N3 | OMol25 | the ωB97M-V functional and the def2-TZVPD basis
H 3.126 -0.043 1.412
H -3.085 0.590 -0.661
N 0.351 1.037 -0.575
H 2.296 -1.724 -0.508
C 0.817 -0.271 -0.677
C 3.097 0.140 0.334
N -0.140 -1.152 -1.215
C 2.040 -0.689 -0.331
C -2.450 -0.181 1.118
H -1.875 -0.988 0.665
H 0.276 -1.989 -1.600
H -3.057 1.690 0.552
H -3.417 -0.576 1.455
N -2.558 0.903 0.149
H 4.077 -0.116 -0.068
H -1.906 0.185 1.988
H -0.735 -0.694 -1.893
H -0.654 1.090 -0.417
H 2.937 1.203 0.170
H 0.858 1.585 0.103
```

From a Mulliken analysis of the wavefunction, the atomic charges in e read: H 0.2356; H 0.1868; N -0.5779; H 0.2336; C 0.4688; C -1.2026; N -0.5138; C -0.2621; C -0.7946; H 0.2848; H 0.2133; H 0.1991; H 0.3195; N -0.5664; H 0.3112; H 0.2843; H 0.2182; H 0.4038; H 0.3509; H 0.2074



C4H13N3 | the ωB97M-V functional and the def2-TZVPD basis

Values from the calculation:
LUMO	1.1	eV
M	103.17	u
SMILES string	NCCCNCN
HOMO	-8.301	eV

Geometry as XYZ:
```
20
C4H13N3 | OMol25 | the ωB97M-V functional and the def2-TZVPD basis
H 1.850 -0.785 -1.241
H 2.686 1.951 -2.285
N 1.145 -0.374 -0.560
C -0.953 -0.077 1.626
H -0.277 -1.851 -0.249
H 3.172 1.617 -0.917
C 1.202 1.031 -1.245
N -1.602 -1.246 2.366
H -2.188 -1.832 1.783
H -1.231 0.820 2.187
H -2.259 -0.609 0.235
H -0.510 -0.926 -1.743
H -1.756 -1.348 3.445
N 2.564 1.277 -1.607
C -0.235 -0.811 -0.610
H 0.136 -0.094 1.859
H 0.611 0.721 -2.092
H 0.634 1.825 -0.620
H -1.587 0.794 -0.461
C -1.404 -0.083 0.130
```

From a Mulliken analysis of the wavefunction, the atomic charges in e read: H 0.3500; H 0.2016; N -0.5265; C -0.3502; H 0.3879; H 0.1972; C -0.4493; N -0.4823; H 0.1455; H 0.2927; H 0.4734; H 0.4043; H 0.1699; N -0.5352; C -0.6484; H 0.2910; H 0.4667; H 0.1681; H 0.3512; C -0.9076